(1)
Computed, not measured: a 8-piece molecular cluster, C58H126N6O10 overall in a non-equilibrium geometry, with ωB97M-V/def2-TZVPD.

Summary:
**Relative energy (zero: lowest compared OMol25 entry of this formula, charge and spin)**: 738.4 kJ/mol
**Total charge**: 0
**Gap between HOMO and LUMO**: 8.001 eV
**F_max**: 4.42 eV Å⁻¹

The geometry in XYZ format:
```
200
C58H126N6O10 (ωB97M-V/def2-TZVPD)
C -1.0606 8.8215 0.7914
C 0.1387 8.7823 1.7323
C 1.3734 8.3363 0.9842
C 0.5441 10.1913 2.2935
C -0.4643 10.7430 3.3743
C -0.6646 9.8169 4.5271
C -0.7804 8.2982 4.1779
C -0.1778 7.5275 5.4152
C -2.3518 8.0221 4.1226
N -0.0884 7.9157 2.9387
O -0.1810 6.6216 2.6589
H -1.2825 7.7681 0.6202
H -1.9563 9.1481 1.3198
H -0.9159 9.3909 -0.1267
H 1.4407 9.0823 0.1923
H 2.3727 8.3802 1.4172
H 1.2833 7.3377 0.5567
H 1.5470 10.2322 2.7186
H 0.5080 10.8800 1.4494
H -0.2413 11.7348 3.7674
H -1.3588 10.8782 2.7663
H -1.5780 10.1553 5.0164
H 0.1404 10.0432 5.2263
H -0.3301 6.4522 5.3219
H -0.5052 7.8795 6.3935
H 0.9095 7.6039 5.4207
H -2.6396 6.9750 4.0289
H -2.7157 8.6208 3.2875
H -2.9587 8.4166 4.9376
H 0.6819 6.3053 2.9362
C -0.7636 -10.5381 1.6849
C -0.3238 -9.6113 2.9090
C -1.6304 -9.1718 3.6037
C 0.5034 -10.5712 3.8525
C 1.3383 -9.7795 4.8463
C 2.2665 -8.8675 4.0160
C 1.4971 -7.8245 3.1324
C 0.7667 -6.7210 4.0774
C 2.5317 -7.0437 2.2831
N 0.4653 -8.5262 2.3198
O -0.3309 -7.7465 1.5282
H 0.1067 -10.6697 1.0419
H -1.1049 -11.4652 2.1455
H -1.5112 -10.1090 1.0178
H -1.3120 -8.4783 4.3821
H -2.3802 -8.6270 3.0301
H -2.1484 -10.0334 4.0248
H -0.1052 -11.2414 4.4597
H 1.0948 -11.3121 3.3146
H 0.6605 -9.3095 5.5589
H 1.9508 -10.3030 5.5804
H 2.8401 -9.4170 3.2696
H 2.7935 -8.2673 4.7578
H 0.2785 -7.2575 4.8910
H -0.0123 -6.1855 3.5349
H 1.5321 -6.0398 4.4491
H 3.1846 -6.4831 2.9520
H 1.9898 -6.3393 1.6520
H 3.2120 -7.6668 1.7025
H 0.2403 -7.7493 0.7567
C 3.5899 -0.7952 -11.7983
C 2.3180 0.1644 -11.4399
C 1.9871 1.0367 -12.6297
C 1.0863 -0.8809 -11.5343
C 0.8117 -1.5573 -10.2379
C 0.6617 -0.4235 -9.1722
C 1.9639 0.3301 -8.9054
C 1.6165 1.4733 -7.9299
C 2.9526 -0.6282 -8.1780
N 2.3347 0.9977 -10.1932
O 3.5361 1.7271 -10.1144
H 3.4701 -1.4776 -12.6397
H 4.4007 -0.0961 -12.0029
H 3.9373 -1.4898 -11.0335
H 2.6776 1.8772 -12.6993
H 2.1394 0.4680 -13.5470
H 0.9868 1.4573 -12.5269
H 0.1536 -0.3944 -11.8197
H 1.2331 -1.7188 -12.2158
H -0.0755 -2.1756 -10.3743
H 1.6352 -2.2525 -10.0748
H 0.3141 -0.9646 -8.2921
H -0.2224 0.1766 -9.3870
H 2.4951 1.9568 -7.5028
H 1.1160 1.0187 -7.0749
H 0.9672 2.1644 -8.4674
H 2.3790 -1.3250 -7.5668
H 3.7540 -0.1626 -7.6044
H 3.4289 -1.2776 -8.9126
H 3.2188 2.5500 -9.7351
C 7.7264 5.2668 3.5067
C 7.1415 3.8637 3.5635
C 5.5946 3.9839 3.5573
C 7.6236 2.8745 2.4720
C 9.1353 2.4583 2.6225
C 9.4792 2.0523 4.0600
C 9.0000 2.9195 5.2289
C 8.9806 1.9612 6.4306
C 9.9023 4.1688 5.4565
N 7.5480 3.2846 4.8722
O 6.8436 3.8455 5.8872
H 7.1658 5.9030 2.8218
H 7.7595 5.8958 4.3963
H 8.7385 5.2653 3.1022
H 5.1538 4.4541 2.6783
H 5.0241 3.0671 3.7062
H 5.1667 4.5958 4.3515
H 7.0885 1.9280 2.5489
H 7.3677 3.2834 1.4945
H 9.2914 1.6250 1.9375
H 9.8344 3.2379 2.3200
H 10.5596 1.9526 4.1643
H 9.1235 1.0244 4.1302
H 8.7010 2.6590 7.2199
H 9.9893 1.5904 6.6128
H 8.2173 1.1843 6.3862
H 10.8389 4.0447 6.0001
H 9.2940 4.8746 6.0221
H 10.2620 4.4911 4.4794
H 6.5248 3.0145 6.2471
C -9.4848 0.0196 -4.3143
C -9.2171 -1.4909 -4.6230
C -10.1722 -2.3727 -3.7619
C -9.5900 -1.8647 -6.0641
C -8.6609 -1.2729 -7.1502
C -7.2679 -1.8188 -6.9296
C -6.7666 -1.4745 -5.5060
C -5.5340 -2.3610 -5.3053
C -6.2278 -0.0072 -5.3467
N -7.8168 -1.9290 -4.5000
O -7.3916 -1.9980 -3.1859
H -9.0446 0.7396 -5.0042
H -10.5131 0.3492 -4.1662
H -9.0187 0.1977 -3.3453
H -10.0050 -3.4458 -3.8540
H -9.8900 -2.0649 -2.7551
H -11.2040 -2.2571 -4.0938
H -9.6213 -2.9408 -6.2352
H -10.5467 -1.4381 -6.3653
H -8.9657 -1.6916 -8.1094
H -8.6855 -0.1833 -7.1348
H -6.6350 -1.3277 -7.6687
H -7.1711 -2.8842 -7.1384
H -4.8686 -2.1245 -4.4749
H -4.9034 -2.4276 -6.1918
H -5.8295 -3.3846 -5.0750
H -6.4147 0.2424 -4.3023
H -6.7350 0.6754 -6.0286
H -5.1464 -0.0416 -5.4791
H -7.3588 -2.9439 -3.0248
C -1.2887 1.0502 2.9977
C -1.4986 0.1936 1.7194
C -2.5723 -0.9124 1.8786
C -2.1788 1.2069 0.7746
C -2.0951 0.9167 -0.7066
C -0.7111 0.4447 -1.1625
C 0.0315 -0.6085 -0.2536
C -0.3698 -2.0461 -0.7274
C 1.5710 -0.3463 -0.4351
N -0.2453 -0.3215 1.1611
O 0.3938 -1.1848 1.9544
H -2.1374 1.6565 3.3143
H -1.1978 0.3406 3.8201
H -0.3921 1.6687 2.9559
H -2.9800 -1.3263 0.9563
H -2.0719 -1.6213 2.5383
H -3.4848 -0.4989 2.3081
H -3.2151 1.3967 1.0541
H -1.7226 2.1731 0.9904
H -2.9153 0.2459 -0.9625
H -2.4259 1.8124 -1.2321
H -0.0318 1.2953 -1.2189
H -0.9142 0.0495 -2.1579
H -1.4550 -2.1404 -0.7660
H 0.0655 -2.8519 -0.1364
H -0.0948 -2.1676 -1.7752
H 1.7843 -0.0885 -1.4725
H 2.1751 -1.2502 -0.3585
H 2.0639 0.3714 0.2207
H 1.0248 -0.5861 2.3607
O 1.8056 -1.2668 8.0241
C 1.5104 0.1231 7.8728
C 2.4601 0.7444 6.8390
O 3.6772 0.8322 7.4698
H 1.0004 -1.7894 8.0124
H 0.4715 -0.0508 7.5924
H 1.4356 0.6634 8.8165
H 2.1243 1.7185 6.4833
H 2.4423 0.0860 5.9705
H 3.6599 0.0539 8.0316
O -7.1750 -5.0365 4.0699
C -7.2537 -5.4834 5.4148
C -5.8686 -5.6668 6.1019
O -5.1294 -4.4767 6.0911
H -7.5682 -5.7040 3.5030
H -7.8422 -4.7692 5.9907
H -7.8341 -6.4034 5.4850
H -5.2806 -6.4266 5.5871
H -5.9376 -6.1094 7.0956
H -5.3846 -3.9428 5.3351
```



(2)
Computed, not measured: a 11-piece molecular cluster, C58H136F30N3O3P8 overall in a non-equilibrium geometry, with ωB97M-V/def2-TZVPD.

Summary:
**Total charge**: +2
**Gap between HOMO and LUMO (alpha / beta)**: 8.632 / 3.767 eV
**Multiplicity**: 2
**F_max**: 4.94 eV Å⁻¹
**⟨S²⟩**: 0.754

The geometry in XYZ format:
```
238
C58H136F30N3O3P8 (ωB97M-V/def2-TZVPD)
C -2.0136 1.2431 3.7477
C -0.4505 1.3112 3.7248
C 0.2215 0.8825 5.1117
C -0.0888 1.9448 6.2660
P -0.4578 1.4070 7.9906
C -1.8246 0.1257 7.9972
C -3.1173 0.5484 7.2724
C -4.4478 -0.2781 7.5212
C -4.2179 -1.7347 7.0318
C -0.8402 2.8362 9.0514
C -0.0634 4.1435 8.8979
C -0.6036 5.1567 9.9242
C -0.3567 4.7523 11.3690
C 1.0456 0.5161 8.6328
C 2.4693 1.0746 8.1296
C 3.6631 0.1823 8.4794
C 3.6983 -0.2610 9.8871
H -2.4299 1.9134 4.4997
H -2.4019 0.2532 3.9873
H -2.4655 1.6848 2.8596
H -0.0974 2.2647 3.3319
H -0.0688 0.5535 3.0406
H 1.2823 0.6393 5.0524
H -0.1281 -0.1081 5.4024
H -0.9049 2.5876 5.9360
H 0.5870 2.7971 6.1951
H -2.1344 -0.2165 8.9846
H -1.4560 -0.8120 7.5813
H -2.9821 0.7271 6.2057
H -3.4541 1.5385 7.5799
H -5.2757 0.1962 6.9941
H -4.8023 -0.3619 8.5485
H -5.1913 -2.2248 7.0144
H -3.5467 -2.4057 7.5681
H -3.9064 -1.6770 5.9889
H -0.7367 2.4841 10.0778
H -1.8941 2.9581 8.8013
H -0.0628 4.4513 7.8522
H 0.9873 3.9790 9.1367
H -1.6752 5.3444 9.8564
H -0.1045 6.1153 9.7827
H 0.7118 4.5603 11.4674
H -1.0037 3.9612 11.7479
H -0.5210 5.6360 11.9856
H 0.9792 -0.5298 8.3332
H 0.9752 0.5434 9.7202
H 2.5939 2.1050 8.4624
H 2.4584 1.0577 7.0397
H 4.5363 0.7705 8.1969
H 3.5875 -0.5846 7.7086
H 2.9207 -0.9334 10.2493
H 3.8040 0.6311 10.5044
H 4.6450 -0.7895 9.9990
C 1.5592 2.3743 0.9972
C 1.7418 2.0728 -0.3946
C 1.3914 3.2319 -1.3861
C 1.5811 2.8253 -2.8595
P 1.6417 4.0994 -4.1419
C 0.3165 5.3034 -4.1303
C 0.1733 6.2495 -2.8920
C -0.1733 7.7077 -3.2561
C -1.5481 7.7273 -3.9675
C 3.0943 5.0501 -3.8149
C 4.4432 4.0984 -3.7388
C 5.7507 4.9176 -3.7009
C 6.9675 4.0369 -3.7620
C 1.9313 3.2290 -5.7575
C 1.8005 3.9861 -7.0548
C 3.0314 4.9079 -7.3838
C 4.3789 4.2173 -7.4898
H 0.5482 2.7521 1.1496
H 2.2452 3.1148 1.4085
H 1.7751 1.5212 1.6404
H 1.0575 1.2530 -0.6134
H 2.7491 1.6606 -0.4536
H 1.8833 4.1458 -1.0532
H 0.3668 3.5303 -1.1642
H 0.7035 2.2077 -3.0503
H 2.5139 2.2881 -3.0310
H -0.6218 4.7622 -4.2522
H 0.5545 5.8467 -5.0448
H 1.1137 6.3404 -2.3484
H -0.5402 5.8099 -2.1950
H 0.5618 8.1861 -3.9032
H -0.1029 8.1629 -2.2682
H -1.6801 8.7599 -4.2909
H -2.3933 7.4336 -3.3450
H -1.5875 7.0369 -4.8100
H 3.0445 5.6353 -2.8966
H 3.1163 5.8634 -4.5402
H 4.6319 3.3486 -4.5070
H 4.5543 3.4460 -2.8727
H 5.8112 5.4399 -2.7461
H 5.7404 5.6116 -4.5413
H 7.8867 4.5561 -4.0334
H 6.9126 3.2945 -4.5581
H 7.0753 3.5691 -2.7834
H 1.1785 2.4423 -5.7080
H 2.7961 2.5654 -5.7611
H 0.9067 4.6076 -6.9997
H 1.6289 3.3284 -7.9069
H 3.1441 5.7934 -6.7583
H 2.7947 5.2640 -8.3864
H 4.1300 3.4614 -8.2347
H 4.8352 3.7920 -6.5960
H 5.1996 4.8292 -7.8641
C 0.1729 -4.0553 -5.9036
C -0.2569 -5.0597 -4.7450
C 0.8729 -5.4014 -3.8751
C 1.4441 -4.2602 -2.9938
P 2.7535 -4.6298 -1.7692
C 3.1485 -3.0803 -0.9090
C 2.0515 -2.5136 -0.1730
C 1.8898 -2.9871 1.2380
C 1.0927 -2.0637 2.0882
C 2.1521 -5.9131 -0.7210
C 3.1110 -6.2897 0.4769
C 2.4177 -7.1871 1.5561
C 1.0767 -6.7586 2.1724
C 4.2801 -5.0943 -2.5244
C 4.6496 -4.2991 -3.8104
C 5.8205 -4.6486 -4.6298
C 5.7269 -6.1056 -5.2373
H 0.3607 -3.0303 -5.5838
H -0.6528 -4.0274 -6.6146
H 1.0344 -4.4838 -6.4159
H -0.7603 -5.9404 -5.1439
H -1.0115 -4.4829 -4.2102
H 1.6754 -5.7801 -4.5081
H 0.4808 -6.1558 -3.1930
H 0.5720 -3.9194 -2.4358
H 1.7382 -3.4062 -3.6039
H 3.6756 -2.4403 -1.6165
H 3.9580 -3.3698 -0.2389
H 1.1153 -2.3748 -0.7137
H 2.3442 -1.4666 -0.0948
H 2.8837 -3.1594 1.6508
H 1.4964 -4.0035 1.2188
H 0.0471 -2.0679 1.7804
H 1.5228 -1.0712 1.9534
H 1.0652 -2.2655 3.1590
H 2.0213 -6.7503 -1.4066
H 1.1900 -5.5813 -0.3306
H 3.5028 -5.5004 1.1185
H 3.9456 -6.8277 0.0274
H 3.0886 -7.4823 2.3628
H 2.2511 -8.1258 1.0276
H 0.3389 -6.5472 1.3984
H 1.2444 -5.9034 2.8271
H 0.6971 -7.6660 2.6421
H 4.3037 -6.1654 -2.7248
H 5.0534 -4.9614 -1.7678
H 4.6492 -3.2684 -3.4560
H 3.8524 -4.2178 -4.5493
H 6.7151 -4.6122 -4.0080
H 5.9316 -3.9970 -5.4965
H 5.5666 -6.7567 -4.3780
H 6.6533 -6.4193 -5.7183
H 4.9248 -6.2678 -5.9574
C -2.2872 -0.6458 0.2293
C -3.0000 -0.5425 -1.1808
C -2.0861 -0.0711 -2.3581
O -1.0205 -0.9110 -2.4384
C -0.1768 -0.7169 -3.6051
N -3.6009 -1.9452 -1.4745
H -4.0596 -2.2219 -0.6183
H -4.2296 -2.0053 -2.2627
H -2.9463 -2.7123 -1.5306
H -1.7416 0.2526 0.5180
H -1.5559 -1.4533 0.2664
H -2.9997 -0.9662 0.9895
H -3.8954 0.0787 -1.2023
H -1.7910 0.9777 -2.3268
H -2.6121 -0.2814 -3.2893
H -0.6923 -0.9790 -4.5290
H 0.6850 -1.3819 -3.5474
H 0.2796 0.2633 -3.7429
C -5.1264 -3.3872 3.1250
C -3.6527 -3.2175 3.4602
O -3.1161 -2.0978 3.6037
N -2.7762 -4.4887 3.5978
H -3.3286 -5.2337 3.9978
H -2.6112 -4.9065 2.6932
C -1.5113 -4.4143 4.4541
H -5.2315 -4.0345 2.2544
H -5.5996 -2.4213 2.9479
H -5.6987 -3.7944 3.9585
H -1.6967 -4.1057 5.4829
H -0.7527 -3.8337 3.9292
H -1.1398 -5.4347 4.3603
C -7.1692 3.7554 -1.1335
C -5.7211 3.4125 -1.2955
O -5.3472 2.2815 -1.2012
N -4.7835 4.5413 -1.7359
H -5.2895 5.3338 -2.1045
H -4.2625 4.8305 -0.9204
C -3.8041 4.0610 -2.7942
H -7.4287 4.6193 -1.7454
H -7.4317 3.7947 -0.0763
H -7.8980 3.0427 -1.5194
H -3.4256 4.9275 -3.3364
H -4.3791 3.5811 -3.5862
H -3.0191 3.3797 -2.4660
P 4.9253 -0.1328 -3.8579
F 4.0044 0.6912 -4.8909
F 4.4127 0.8937 -2.5905
F 3.5982 -1.0372 -3.5888
F 5.7020 -1.0778 -2.7793
F 5.4564 -1.1200 -5.0875
F 6.2529 0.8478 -3.8178
P -4.5593 -2.2450 -5.3761
F -5.7511 -1.8901 -6.4374
F -4.5895 -3.7935 -5.8935
F -3.5216 -1.7127 -6.4787
F -3.2858 -2.6090 -4.3893
F -4.7010 -0.7043 -4.8086
F -5.6501 -2.6794 -4.1968
P -6.9973 -1.5570 -0.0525
F -7.2878 -0.3095 0.9270
F -5.5453 -1.5904 0.6145
F -7.6368 -2.4996 1.0887
F -6.6227 -2.7162 -1.0916
F -8.4040 -1.2281 -0.8415
F -6.3142 -0.5410 -1.1589
P -2.1816 -5.0299 -0.0270
F -1.6738 -5.5347 1.4564
F -3.2884 -4.0116 0.5168
F -1.1841 -3.7121 0.0737
F -2.6665 -4.6428 -1.5330
F -1.0778 -5.9609 -0.7100
F -3.2431 -6.2446 -0.0055
P -2.3113 2.4726 -6.1328
F -1.4041 2.7225 -4.8082
F -3.2300 3.7866 -5.7987
F -1.3080 3.4399 -6.9968
F -3.2991 2.2383 -7.4562
F -1.2852 1.2523 -6.3670
F -3.3355 1.4940 -5.2664
```